# 1
Entry from the Open Molecules 2025 dataset: a 3-piece molecular cluster, C24H49NO2P overall at a distorted geometry (the ωB97M-V functional and the def2-TZVPD basis).

```
! wB97M-V def2-TZVPD RIJCOSX def2/J DEFGRID3
* xyz 1 1
C 3.599 -2.230 -1.469
C 3.098 -2.120 -3.057
C 3.806 -0.723 -3.646
C 4.189 -0.876 -5.233
N 3.063 0.533 -3.272
C 2.005 0.997 -4.238
C 0.685 0.034 -4.365
C 0.516 -1.287 -5.318
C -0.882 -2.200 -5.400
C -2.214 -1.777 -4.507
C -2.064 -0.422 -3.564
C -3.435 0.012 -2.712
C -0.652 0.466 -3.462
P 4.268 1.820 -2.835
O 3.409 3.267 -2.275
O 5.130 1.294 -1.373
H 4.117 -1.229 -1.091
H 2.633 -2.352 -0.780
H 4.270 -3.176 -1.268
H 1.931 -2.061 -3.016
H 3.527 -3.043 -3.638
H 4.849 -0.671 -3.066
H 4.201 0.151 -5.832
H 5.320 -1.258 -5.276
H 3.553 -1.713 -5.746
H 2.564 0.325 -2.354
H 1.603 2.038 -3.810
H 2.387 1.244 -5.324
H 1.391 -1.639 -6.011
H -0.881 -3.149 -6.114
H -3.191 -2.419 -4.602
H -4.368 -0.396 -3.329
H -3.379 -0.470 -1.645
H -3.465 1.183 -2.714
H -0.666 1.395 -2.733
H 2.967 2.937 -1.415
H 6.125 1.243 -1.566
C -3.122 -1.967 4.598
C -3.460 -1.631 3.154
C -3.145 -2.767 2.178
C -1.667 -3.164 2.086
C -0.707 -2.036 1.698
C -0.977 -1.464 0.316
H -2.051 -2.144 4.732
H -3.404 -1.136 5.254
H -3.665 -2.857 4.929
H -2.939 -0.714 2.858
H -4.532 -1.408 3.092
H -3.508 -2.484 1.183
H -3.723 -3.653 2.467
H -1.574 -3.976 1.355
H -1.343 -3.586 3.045
H 0.316 -2.430 1.717
H -0.739 -1.232 2.442
H -0.911 -2.244 -0.449
H -0.239 -0.693 0.077
H -1.968 -1.004 0.255
C -0.030 4.012 6.105
C -1.211 4.050 5.148
C -1.728 2.660 4.766
C -0.728 1.769 4.020
C -0.173 2.352 2.718
C -1.242 2.596 1.665
H 0.838 3.518 5.657
H 0.270 5.030 6.372
H -0.292 3.484 7.027
H -0.940 4.618 4.251
H -2.028 4.603 5.627
H -2.633 2.777 4.160
H -2.042 2.137 5.678
H -1.217 0.812 3.801
H 0.113 1.531 4.683
H 0.563 1.650 2.310
H 0.368 3.284 2.915
H -1.771 1.668 1.423
H -0.785 2.973 0.745
H -1.977 3.336 1.997
*
```

- Strongest force on any atom: 0.1073 hartree/bohr
- HOMO-LUMO gap: 8.092 eV
- Highest occupied orbital energy: -11.3 eV

Löwdin population analysis, charges in e, atoms 1 to 6:
1. C -0.1177
2. C -0.1537
3. C -0.3579
4. C -0.0702
5. N -0.2779
6. C -0.1748

---

# 2
Entry from the Open Molecules 2025 dataset: C24H50B3Br19O7S as an isolated structure at a distorted geometry (the ωB97M-V functional and the def2-TZVPD basis).

```
! wB97M-V def2-TZVPD RIJCOSX def2/J DEFGRID3
* xyz 0 1
C 1.046 -1.403 0.209
C 0.578 -0.112 -0.480
O 1.637 0.821 -0.599
C 1.850 1.341 -1.898
C 0.823 2.433 -2.260
O 0.293 2.360 -3.581
C -0.459 1.194 -3.887
B -1.891 1.135 -3.243
O -3.003 0.861 -4.044
B -4.053 0.510 -3.224
Br -4.797 -1.233 -3.192
O -4.492 1.475 -2.328
B -3.382 1.990 -1.692
C -3.485 3.287 -0.801
S -2.767 3.036 0.794
O -1.381 2.690 0.664
O -3.620 2.145 1.533
O -2.187 1.318 -1.890
H 0.676 -1.432 1.232
H 0.586 -2.250 -0.309
H 2.122 -1.538 0.140
H 0.157 -0.372 -1.456
H -0.244 0.313 0.102
H 2.842 1.790 -1.854
H 1.898 0.546 -2.651
H 0.056 2.460 -1.480
H 1.330 3.398 -2.224
H 0.081 0.262 -3.667
H -0.604 1.199 -4.970
H -2.902 4.081 -1.276
H -4.507 3.624 -0.638
H -2.821 4.256 1.379
Br 2.591 -2.168 3.602
C 1.372 -1.892 5.090
C 0.139 -2.741 4.946
Br -1.068 -2.020 3.605
H 1.152 -0.829 5.123
H 1.930 -2.170 5.980
H -0.427 -2.752 5.876
H 0.368 -3.759 4.648
Br 5.108 0.576 -3.833
C 5.397 -1.211 -3.121
C 4.421 -2.199 -3.697
Br 2.650 -2.036 -2.904
H 5.329 -1.136 -2.040
H 6.410 -1.485 -3.416
H 4.738 -3.216 -3.474
H 4.298 -2.084 -4.769
Br 5.587 -1.988 8.620
C 4.935 -0.492 7.562
C 3.963 0.363 8.330
Br 2.217 -0.484 8.477
H 4.492 -0.913 6.664
H 5.816 0.087 7.298
H 3.796 1.296 7.796
H 4.292 0.575 9.343
Br -7.450 0.603 -2.845
C -9.304 0.149 -2.476
C -9.394 -0.999 -1.505
Br -8.966 -2.691 -2.359
H -9.772 -0.076 -3.429
H -9.756 1.043 -2.050
H -10.411 -1.105 -1.135
H -8.712 -0.887 -0.667
Br -5.189 5.841 2.262
C -5.636 7.217 0.965
C -5.291 6.784 -0.433
Br -3.373 6.881 -0.757
H -5.107 8.117 1.261
H -6.708 7.376 1.064
H -5.741 7.449 -1.166
H -5.597 5.762 -0.636
Br 8.564 -3.626 1.316
C 7.298 -3.383 2.772
C 6.075 -4.244 2.603
Br 4.874 -3.538 1.253
H 7.056 -2.326 2.803
H 7.836 -3.663 3.675
H 5.496 -4.260 3.524
H 6.318 -5.260 2.308
Br 9.179 0.424 -4.065
C 10.110 -1.079 -4.868
C 9.188 -1.900 -5.730
Br 7.994 -2.991 -4.651
H 10.536 -1.656 -4.054
H 10.907 -0.650 -5.470
H 9.755 -2.599 -6.340
H 8.559 -1.288 -6.368
Br -8.626 -6.494 -3.776
C -9.825 -6.629 -5.299
C -9.713 -5.430 -6.203
Br -10.594 -3.878 -5.438
H -10.826 -6.753 -4.900
H -9.527 -7.532 -5.828
H -10.214 -5.619 -7.150
H -8.682 -5.145 -6.387
Br 2.416 2.044 5.224
C 1.659 3.131 6.646
C 1.995 4.588 6.473
Br 3.839 4.957 6.967
H 2.031 2.731 7.585
H 0.585 2.975 6.589
H 1.387 5.198 7.136
H 1.869 4.923 5.449
*
```

- Strongest force on any atom: 0.0227 hartree/bohr
- HOMO-LUMO gap: 8.794 eV
- Highest occupied orbital energy: -8.6 eV

Löwdin population analysis, charges in e, atoms 1 to 6:
1. C -0.1001
2. C -0.2621
3. O -0.1423
4. C -0.2117
5. C -0.1510
6. O -0.1236

---

# 3
Entry from the Open Molecules 2025 dataset: a 3-piece molecular cluster, C24H51BrF10N8O6P3S overall at a distorted geometry (the ωB97M-V functional and the def2-TZVPD basis).

```
! wB97M-V def2-TZVPD RIJCOSX def2/J DEFGRID3
* xyz -1 1
C 10.894 -2.066 -1.229
C 9.937 -1.724 -0.606
P 8.527 -1.284 0.506
F 7.195 -0.944 1.481
Br 8.095 -3.582 0.648
C 9.616 -1.224 2.047
C 10.119 -2.469 2.773
O 10.789 -1.966 3.971
C 11.238 -3.238 2.042
N 12.507 -2.493 2.000
N 8.773 0.438 0.208
C 8.069 1.430 0.992
C 9.838 0.920 -0.591
C 11.193 1.276 0.019
O 9.697 1.169 -1.759
S 7.058 -1.276 -1.217
O 7.726 -1.937 -2.319
O 6.706 0.053 -1.661
C 5.436 -2.198 -1.026
F 5.562 -3.488 -1.389
F 4.616 -1.672 -1.981
C 4.584 -2.173 0.271
F 3.461 -2.916 -0.037
F 5.110 -2.825 1.309
C 4.035 -0.787 0.758
F 4.591 0.279 0.174
F 4.293 -0.679 2.085
C 2.489 -0.621 0.647
F 2.059 -0.701 -0.614
F 2.226 0.657 1.019
F 1.826 -1.384 1.514
H 11.835 -2.451 -1.542
H 10.498 -0.616 1.836
H 9.060 -0.651 2.791
H 9.374 -3.126 3.207
H 10.905 -1.019 3.878
H 11.417 -4.115 2.671
H 10.917 -3.622 1.075
H 12.506 -1.926 1.156
H 13.228 -3.189 1.851
H 7.012 1.482 0.731
H 8.185 1.368 2.077
H 8.459 2.415 0.710
H 11.840 1.672 -0.758
H 11.064 2.074 0.755
H 11.644 0.383 0.446
O -2.136 -0.615 -2.122
P -2.430 -0.730 -0.657
N -1.877 -2.328 -0.355
C -2.377 -3.178 0.705
C -0.411 -2.395 -0.379
N -4.195 -0.664 -0.815
C -5.083 -1.759 -0.425
C -4.654 -0.278 -2.159
N -2.449 -0.237 1.040
C -3.634 -0.116 1.869
C -1.714 1.057 1.126
H -2.050 -2.858 1.706
H -2.009 -4.194 0.552
H -3.463 -3.246 0.700
H 0.044 -1.840 0.439
H -0.035 -1.969 -1.310
H -0.066 -3.428 -0.339
H -4.783 -2.719 -0.863
H -6.103 -1.557 -0.757
H -5.209 -1.880 0.651
H -4.560 -1.105 -2.871
H -4.107 0.576 -2.547
H -5.707 0.019 -2.139
H -4.417 0.509 1.429
H -3.349 0.336 2.822
H -4.025 -1.093 2.143
H -2.241 1.857 0.591
H -0.715 0.956 0.689
H -1.579 1.368 2.161
O -10.651 0.573 -0.519
P -10.514 2.048 -0.753
N -10.772 2.107 -2.456
C -10.244 3.146 -3.317
C -12.172 1.863 -2.797
N -8.799 2.154 -0.349
C -7.764 2.561 -1.298
C -8.260 0.940 0.281
N -10.806 3.770 -0.485
C -9.780 4.772 -0.257
C -11.785 3.878 0.633
H -10.751 4.113 -3.187
H -10.374 2.847 -4.360
H -9.177 3.291 -3.177
H -12.827 2.679 -2.451
H -12.517 0.935 -2.339
H -12.300 1.758 -3.875
H -7.810 1.997 -2.237
H -6.774 2.397 -0.870
H -7.750 3.628 -1.517
H -8.100 0.141 -0.452
H -8.907 0.567 1.068
H -7.298 1.154 0.753
H -9.087 4.516 0.550
H -10.264 5.713 0.012
H -9.241 5.001 -1.173
H -11.362 3.511 1.577
H -12.682 3.292 0.410
H -12.105 4.909 0.780
*
```

- Strongest force on any atom: 0.1394 hartree/bohr
- HOMO-LUMO gap: 7.109 eV
- Highest occupied orbital energy: -6.0 eV

Löwdin population analysis, charges in e, atoms 1 to 6:
1. C 0.0728
2. C -0.3032
3. P 0.3304
4. F -0.3095
5. Br 0.5206
6. C -0.2354

---

# 4
Entry from the Open Molecules 2025 dataset: C24H51IInO11S5 as an isolated structure at a distorted geometry (the ωB97M-V functional and the def2-TZVPD basis).

```
! wB97M-V def2-TZVPD RIJCOSX def2/J DEFGRID3
* xyz -1 1
C 4.844 -0.515 4.084
C 4.471 0.021 2.689
O 4.488 1.429 2.579
C 3.478 2.035 3.361
C 2.056 1.891 2.776
In 0.960 0.045 3.470
I -1.835 0.681 3.384
H 5.797 -0.065 4.384
H 4.080 -0.236 4.814
H 4.922 -1.604 4.064
H 3.521 -0.377 2.307
H 5.242 -0.340 1.992
H 3.728 3.108 3.382
H 3.491 1.719 4.413
H 2.020 1.990 1.689
H 1.478 2.742 3.178
H 1.423 -0.378 5.160
H 1.217 -1.377 2.403
C 2.055 2.031 -2.446
C 3.067 1.088 -3.108
C 3.273 -0.098 -2.159
S 1.743 -0.265 -1.238
O 1.991 0.039 0.146
O 1.072 -1.478 -1.650
C 0.918 1.146 -1.954
H 1.692 2.791 -3.138
H 2.526 2.540 -1.600
H 2.668 0.733 -4.062
H 4.012 1.591 -3.316
H 3.468 -1.025 -2.696
H 4.072 0.093 -1.445
H 0.289 1.624 -1.205
H 0.309 0.793 -2.781
C -0.066 -5.211 -4.511
C 0.916 -6.073 -5.314
C 2.004 -5.141 -5.858
S 2.111 -3.775 -4.700
O 1.694 -2.569 -5.376
O 3.366 -3.849 -3.990
C 0.792 -4.314 -3.627
H -0.749 -5.820 -3.918
H -0.665 -4.601 -5.193
H 1.365 -6.820 -4.656
H 0.417 -6.608 -6.123
H 2.972 -5.633 -5.917
H 1.736 -4.733 -6.831
H 0.263 -3.447 -3.236
H 1.242 -4.876 -2.809
C -4.477 1.456 -3.824
C -3.524 0.563 -4.626
C -2.418 1.463 -5.190
S -2.268 2.838 -4.049
O -2.661 4.050 -4.731
O -1.014 2.737 -3.342
C -3.588 2.341 -2.957
H -5.167 0.870 -3.218
H -5.068 2.074 -4.506
H -3.085 -0.187 -3.964
H -4.042 0.032 -5.425
H -1.463 0.946 -5.253
H -2.684 1.868 -6.166
H -4.094 3.222 -2.570
H -3.143 1.777 -2.136
C 0.361 4.490 0.853
C 0.054 5.573 -0.188
C -1.245 5.173 -0.894
S -2.177 4.202 0.291
O -2.292 2.856 -0.221
O -3.340 4.953 0.710
C -0.949 4.231 1.591
H 1.148 4.799 1.538
H 0.692 3.579 0.352
H -0.080 6.535 0.315
H 0.869 5.689 -0.904
H -1.835 6.040 -1.186
H -1.055 4.544 -1.764
H -0.967 3.283 2.137
H -1.195 5.055 2.261
C -3.258 -3.377 8.014
C -4.257 -2.757 7.029
C -3.446 -2.086 5.914
S -1.904 -2.991 5.804
O -0.827 -2.121 6.197
O -1.872 -3.743 4.572
C -2.233 -4.113 7.158
H -3.747 -4.050 8.720
H -2.766 -2.587 8.586
H -4.886 -3.544 6.607
H -4.915 -2.040 7.521
H -3.953 -2.132 4.954
H -3.206 -1.052 6.154
H -1.307 -4.334 7.683
H -2.654 -5.026 6.736
*
```

- Strongest force on any atom: 0.0283 hartree/bohr
- HOMO-LUMO gap: 6.433 eV
- Highest occupied orbital energy: -4.6 eV

Löwdin population analysis, charges in e, atoms 1 to 6:
1. C -0.0792
2. C -0.2948
3. O -0.1677
4. C -0.3363
5. C -0.3041
6. In 0.1162

---

# 5
Entry from the Open Molecules 2025 dataset: a 7-piece molecular cluster, C24H51NO10P2 overall (the ωB97M-V functional and the def2-TZVPD basis).

```
! wB97M-V def2-TZVPD RIJCOSX def2/J DEFGRID3
* xyz 0 1
C -5.319 -3.777 -1.933
C -4.289 -4.589 -2.682
O -4.037 -4.400 -3.837
O -3.593 -5.526 -2.008
C -3.958 -5.945 -0.684
C -2.962 -7.001 -0.243
C -2.579 -6.865 1.223
C -1.486 -7.856 1.636
P 0.282 -7.337 1.718
O 0.164 -6.136 2.888
P 0.781 -5.889 0.092
N -0.523 -4.744 0.128
O 0.297 -6.844 -1.177
H -6.064 -3.445 -2.649
H -5.800 -4.294 -1.108
H -4.814 -2.893 -1.537
H -3.923 -5.092 -0.002
H -4.980 -6.331 -0.703
H -3.350 -8.005 -0.429
H -2.075 -6.888 -0.864
H -3.465 -7.021 1.846
H -2.241 -5.846 1.396
H -1.503 -8.748 1.002
H -1.678 -8.212 2.652
H 0.698 -6.383 3.646
H -0.368 -4.126 0.923
H -0.481 -4.145 -0.698
H 0.077 -6.320 -1.954
C 0.083 0.130 -0.642
C -0.622 -1.195 -0.587
C -1.607 -1.394 0.541
O -0.415 -2.063 -1.407
H 0.756 0.151 -1.496
H -0.635 0.947 -0.721
H 0.650 0.300 0.275
H -2.382 -0.626 0.492
H -1.102 -1.278 1.502
H -2.064 -2.379 0.478
C 2.275 4.792 -0.353
C 1.067 3.975 -0.722
C 0.464 4.257 -2.073
O 0.618 3.123 0.015
H 2.651 4.491 0.622
H 3.046 4.644 -1.111
H 2.026 5.854 -0.343
H 1.219 4.097 -2.845
H 0.153 5.302 -2.131
H -0.392 3.608 -2.247
C 5.683 2.307 -2.896
C 4.998 3.540 -3.429
C 5.867 4.536 -4.156
O 3.810 3.720 -3.285
H 4.960 1.666 -2.398
H 6.155 1.760 -3.713
H 6.471 2.591 -2.196
H 6.347 4.057 -5.011
H 6.661 4.891 -3.495
H 5.267 5.377 -4.494
C -1.516 4.340 4.790
C -1.399 4.879 3.384
C -1.487 3.874 2.265
O -1.236 6.059 3.170
H -1.436 5.152 5.509
H -2.473 3.831 4.916
H -0.730 3.606 4.974
H -2.444 3.349 2.310
H -0.692 3.133 2.358
H -1.389 4.376 1.307
C -1.330 9.179 6.641
C -0.530 9.800 5.518
C -0.843 9.307 4.130
O 0.314 10.638 5.734
H -1.022 9.601 7.594
H -2.396 9.358 6.485
H -1.180 8.098 6.649
H -1.895 9.489 3.898
H -0.684 8.230 4.062
H -0.215 9.821 3.406
C 3.868 -5.178 -3.994
C 3.307 -3.777 -4.044
C 1.924 -3.591 -3.469
O 3.933 -2.855 -4.513
H 4.865 -5.194 -4.427
H 3.907 -5.526 -2.960
H 3.217 -5.861 -4.541
H 1.922 -3.886 -2.416
H 1.210 -4.225 -4.001
H 1.614 -2.553 -3.550
*
```

- Strongest force on any atom: 0.0058 hartree/bohr
- HOMO-LUMO gap: 8.199 eV
- Highest occupied orbital energy: -7.9 eV
- SMILES string: CC(=O)OCCCCP(O)#P(N)O.CC(C)=O.CC(C)=O.CC(C)=O.CC(C)=O.CC(C)=O.CC(C)=O

Löwdin population analysis, charges in e, atoms 1 to 6:
1. C 0.0144
2. C -0.5365
3. O 0.1087
4. O -0.0015
5. C -0.1868
6. C -0.1886

---

Question: What is the formula in the second record?
Answer: C24H50B3Br19O7S